Record 1
ORCA calculation (the ωB97M-V functional and the def2-TZVPD basis) on C18H18BaF6O22P as an isolated structure at a distorted geometry.

Cartesian coordinates (Å):
Ba  -1.8700  1.2334  1.6858
P  -3.3424  4.5398  2.9190
O  -3.6219  4.2555  1.4207
O  -1.8244  4.5396  2.7075
O  -3.5200  3.2637  3.8274
O  -3.8124  5.9587  3.2876
C  6.0937  0.8428  1.3038
C  6.2442  0.7465  2.8153
O  4.9763  1.0648  3.2594
C  4.0302  0.8623  2.1937
O  2.8177  1.0253  2.2136
O  4.7233  0.5448  1.0355
F  7.0997  1.7170  3.2266
H  6.7780  0.1876  0.7648
H  6.1865  1.8752  0.9667
H  6.5030  -0.2606  3.1421
C  2.4854  5.5204  -2.2345
C  3.5291  4.4538  -2.6855
O  2.7111  3.3223  -2.6227
C  1.7462  3.5796  -1.6140
O  1.0193  2.6718  -1.2474
O  1.6846  4.8552  -1.2789
F  4.5388  4.3958  -1.7785
H  1.8832  5.9983  -3.0072
H  3.1186  6.2140  -1.6812
H  3.9639  4.4479  -3.6850
C  -8.6742  -1.4747  -0.8209
C  -9.3595  -0.7760  0.3610
O  -8.2424  -0.1361  0.9561
C  -7.1143  -0.7375  0.6601
O  -6.0684  -0.6837  1.2741
O  -7.4509  -1.7710  -0.1586
F  -9.8585  -1.6480  1.1291
H  -8.4553  -0.8237  -1.6672
H  -9.2741  -2.3365  -1.1132
H  -10.2620  -0.2255  0.0954
C  2.6591  -3.3809  4.9344
C  1.8491  -4.5418  5.2797
O  0.4731  -4.2050  5.0941
C  0.4194  -2.9604  4.6340
O  -0.5833  -2.4458  4.1543
O  1.6950  -2.4100  4.6816
F  2.0390  -4.9458  6.5342
H  3.2215  -3.5225  4.0115
H  3.2486  -3.1483  5.8212
H  2.1420  -5.3191  4.5739
C  3.6865  -3.6339  -0.6875
C  3.3131  -3.2886  -2.1118
O  2.2758  -2.4134  -1.9605
C  1.6842  -2.5281  -0.7996
O  0.5728  -2.0864  -0.4369
O  2.3577  -3.4363  -0.1175
F  2.8379  -4.4116  -2.6059
H  4.3838  -2.8355  -0.4336
H  4.2229  -4.5777  -0.5895
H  4.1237  -2.9794  -2.7716
C  -1.6868  0.0573  -5.6971
C  -3.1839  0.1599  -6.1019
O  -3.8563  0.2071  -4.9104
C  -3.0176  0.4664  -3.8731
O  -3.2258  0.6112  -2.6677
O  -1.7784  0.5981  -4.3838
F  -3.4813  -0.9415  -6.6474
H  -1.0086  0.6156  -6.3425
H  -1.3009  -0.9399  -5.4854
H  -3.4644  0.9937  -6.7456

Results
Net charge = -1
LUMO = 1.0 eV
Relative energy (zero: lowest compared OMol25 entry of this formula, charge and spin) = 250.2 kcal per mole
Molecular weight = 868.61 g/mol
E_tot = -90285.606 eV

---

Record 2
ORCA calculation (the ωB97M-V functional and the def2-TZVPD basis) on a 9-piece molecular cluster, C53H119N5O9 overall at a distorted geometry.

Cartesian coordinates (Å):
C  9.3286  -5.7187  -15.7220
C  9.4388  -6.7662  -14.5848
C  10.9245  -7.0203  -14.2533
C  8.6669  -6.1552  -13.3975
C  8.3190  -7.1059  -12.2453
C  7.6749  -8.3664  -12.7420
C  8.3499  -9.0029  -13.9744
C  9.5370  -9.8817  -13.5142
C  7.3036  -9.9212  -14.6396
N  8.7263  -7.9653  -14.9516
O  9.1497  -8.5627  -16.1757
H  8.3825  -5.8093  -16.2542
H  9.4647  -4.6853  -15.4117
H  10.1272  -5.9914  -16.4180
H  11.1691  -7.3753  -13.2489
H  11.2936  -7.7863  -14.9370
H  11.4863  -6.0867  -14.3353
H  9.2515  -5.3229  -13.0016
H  7.7027  -5.7605  -13.7328
H  9.2837  -7.2821  -11.7526
H  7.6885  -6.5866  -11.5230
H  6.7266  -8.1153  -13.2338
H  7.4864  -9.1364  -11.9957
H  10.2269  -10.2296  -14.2827
H  9.1971  -10.8051  -13.0298
H  10.0373  -9.3806  -12.6802
H  7.6987  -10.3586  -15.5550
H  6.5130  -9.2473  -14.9840
H  6.9525  -10.6821  -13.9489
H  8.4025  -8.3354  -16.7390
C  12.9045  -17.8363  -13.4196
C  11.8015  -17.6572  -12.3029
C  12.5024  -17.2345  -11.0068
C  10.9213  -16.4756  -12.7302
C  9.9526  -16.7711  -13.8450
C  9.1472  -18.0338  -13.4720
C  9.9716  -19.2611  -13.0471
C  9.0120  -20.1759  -12.2994
C  10.5445  -19.9582  -14.2793
N  11.0046  -18.8480  -12.0478
O  11.7747  -19.8763  -11.4611
H  13.9074  -17.5003  -13.1467
H  13.0719  -18.8978  -13.6254
H  12.5798  -17.2961  -14.3087
H  12.8262  -16.1985  -10.9693
H  11.7596  -17.3806  -10.2155
H  13.2816  -17.9648  -10.7916
H  10.3357  -16.2591  -11.8249
H  11.5210  -15.5699  -12.8417
H  9.3221  -15.9038  -14.0355
H  10.4658  -17.0356  -14.7753
H  8.5372  -18.2977  -14.3438
H  8.3386  -17.7944  -12.7762
H  9.4150  -21.0860  -11.8596
H  8.1519  -20.3413  -12.9542
H  8.5886  -19.6424  -11.4439
H  11.1951  -20.8163  -14.1049
H  11.1365  -19.2768  -14.8967
H  9.7037  -20.2512  -14.9114
H  12.2589  -20.2220  -12.2325
C  12.0098  -10.4158  -22.0652
C  12.3119  -11.6317  -21.1918
C  11.7471  -12.8995  -21.8492
C  13.8163  -11.9096  -20.9941
C  14.4697  -10.9161  -20.0250
C  13.8154  -11.0748  -18.6969
C  12.2977  -10.7906  -18.7328
C  11.7659  -11.3412  -17.3833
C  12.1074  -9.2670  -18.6855
N  11.6931  -11.4748  -19.8546
O  10.2794  -11.4846  -19.9373
H  12.2669  -10.6850  -23.0927
H  10.9758  -10.0809  -22.0279
H  12.6385  -9.5836  -21.7403
H  11.7117  -13.7612  -21.1732
H  10.6954  -12.6706  -22.0447
H  12.2430  -13.2941  -22.7346
H  14.0000  -12.9447  -20.7114
H  14.2839  -11.7064  -21.9646
H  15.5325  -11.1673  -19.9934
H  14.3099  -9.9044  -20.4078
H  14.3026  -10.3479  -18.0421
H  13.9961  -12.0820  -18.3141
H  10.6868  -11.4606  -17.5288
H  11.8845  -10.6695  -16.5368
H  12.2163  -12.3136  -17.1887
H  11.1845  -8.8804  -19.1404
H  12.8226  -8.7687  -19.3455
H  12.0005  -8.9179  -17.6622
H  10.0775  -12.3594  -19.5868
C  17.6095  -17.0155  -9.7948
C  17.3920  -15.5093  -9.8502
C  18.6524  -14.7974  -9.3082
C  17.2097  -15.1217  -11.3299
C  16.4864  -13.7815  -11.5130
C  15.2267  -13.6822  -10.6979
C  15.4015  -14.0112  -9.2014
C  16.0869  -12.8226  -8.5173
C  13.9771  -14.1080  -8.6212
N  16.1802  -15.2379  -9.0420
O  16.3442  -15.5647  -7.6851
H  16.6983  -17.5015  -10.1738
H  18.5075  -17.3251  -10.3255
H  17.5705  -17.5337  -8.8291
H  19.5424  -15.1990  -9.8009
H  18.6190  -13.7197  -9.4147
H  18.7883  -15.1901  -8.2962
H  18.1393  -14.8627  -11.8458
H  16.8089  -15.9849  -11.8618
H  17.0520  -12.8778  -11.2575
H  16.3422  -13.6295  -12.5877
H  14.4446  -14.3343  -11.1085
H  14.7940  -12.6796  -10.7843
H  16.9610  -12.3773  -8.9878
H  16.2442  -13.0140  -7.4556
H  15.3471  -12.0148  -8.5713
H  13.3638  -14.7525  -9.2502
H  13.4917  -13.1335  -8.5945
H  14.0595  -14.4718  -7.5965
H  15.9130  -16.4222  -7.6058
C  17.5555  -6.7195  -18.3334
C  16.7791  -5.8768  -17.2941
C  17.6003  -4.6034  -17.0690
C  15.4380  -5.4342  -17.8934
C  14.4065  -6.5575  -17.9312
C  14.2331  -7.0909  -16.5166
C  15.5403  -7.6150  -15.9207
C  15.2088  -7.8923  -14.4487
C  16.1079  -8.9140  -16.5578
N  16.4966  -6.4979  -15.9759
O  17.6754  -6.7005  -15.2383
H  18.1472  -7.5474  -17.9466
H  16.8878  -7.1224  -19.1008
H  18.2238  -6.0685  -18.9002
H  18.5540  -4.9634  -16.6673
H  17.7576  -4.0156  -17.9668
H  17.2126  -4.0062  -16.2389
H  15.0375  -4.5832  -17.3398
H  15.6406  -5.1533  -18.9311
H  13.4776  -6.1652  -18.3581
H  14.6941  -7.2799  -18.7035
H  13.4045  -7.7980  -16.4942
H  13.9476  -6.2018  -15.9473
H  14.9032  -6.9465  -13.9862
H  16.0840  -8.2207  -13.8863
H  14.3607  -8.5620  -14.3162
H  16.0915  -8.7029  -17.6257
H  15.5257  -9.7882  -16.2708
H  17.1098  -9.0167  -16.1420
H  17.6513  -6.0152  -14.5627
C  17.6920  -12.3346  -16.9629
C  18.1822  -13.5940  -16.2291
O  17.3956  -14.0357  -15.1802
H  16.6782  -12.3561  -17.3760
H  18.3406  -11.9194  -17.7313
H  17.5623  -11.5801  -16.1768
H  19.2244  -13.4512  -15.9257
H  18.3708  -14.3556  -17.0061
H  16.4656  -13.8066  -15.2698
C  14.1724  -8.9931  -11.2567
C  13.6017  -9.7856  -10.1263
O  14.5731  -9.6804  -9.0543
H  14.2182  -7.9550  -10.9237
H  13.5025  -9.0202  -12.1238
H  15.1268  -9.3264  -11.6594
H  13.4808  -10.8397  -10.3992
H  12.6907  -9.3587  -9.7026
H  14.1888  -10.0308  -8.2451
C  12.3709  -12.5772  -13.9999
C  13.7298  -11.8917  -14.0379
O  14.4531  -12.4019  -15.1765
H  12.5224  -13.6459  -13.8074
H  11.7873  -12.5924  -14.9197
H  11.8053  -12.1367  -13.1745
H  14.2330  -12.1022  -13.0953
H  13.5375  -10.8418  -14.2715
H  13.9153  -13.1012  -15.5691
C  13.4973  -15.0857  -18.6127
C  13.0376  -15.8078  -17.3200
O  13.3609  -14.9536  -16.2288
H  13.2093  -15.7432  -19.4376
H  14.5288  -14.7448  -18.6182
H  12.8839  -14.1921  -18.7697
H  13.5775  -16.7587  -17.3123
H  11.9699  -16.0224  -17.4189
H  13.5178  -15.5490  -15.4826

Results
SMILES string = CC1(C)CCCC(C)(C)N1O.CC1(C)CCCC(C)(C)N1O.CC1(C)CCCC(C)(C)N1O.CC1(C)CCCC(C)(C)N1O.CC1(C)CCCC(C)(C)N1O.CCO.CCO.CCO.CCO
LUMO = 0.3 eV
Relative energy (zero: lowest compared OMol25 entry of this formula, charge and spin) = 31.7 kcal per mole
Molecular weight = 970.56 g/mol
E_tot = -82760.629 eV